(1)
Computed, not measured: a molecular structure, C5H13NP, with ωB97M-V with the def2-TZVPD basis set.

Summary:
ΔE to the lowest compared entry with this formula, charge and spin = 89.48 kcal per mole
Frontier orbital gap = 9.29 eV
Charge = +1
Largest force on an atom = 0.1154 Eh/bohr

Each line ends with the Mulliken charge.
Positions of all 20 atoms, in Å:
C (-1.44422, -1.03381, 0.96433)  -0.2964
C (-1.80386, -1.20922, -0.43328)  -0.6571
C (-0.49198, 0.11266, 0.40338)  -0.3287
C (1.34135, 0.28827, -1.14196)  -0.8953
C (1.72066, 0.67167, 1.11799)  -0.9121
N (0.89935, -0.16505, 0.22388)  0.0785
P (-1.21204, 1.75693, -0.22782)  -0.0227
H (-2.26133, -0.59318, 1.40370)  0.2985
H (-0.95676, -1.86923, 1.50721)  0.2927
H (-1.38297, -1.96979, -1.12928)  0.2866
H (-2.57882, -0.51658, -0.78408)  0.3115
H (0.61903, -0.04199, -1.82705)  0.4376
H (1.49402, 1.43684, -1.21992)  0.3844
H (2.36399, -0.20091, -1.46432)  0.3457
H (1.72607, 0.26790, 2.13444)  0.3302
H (2.74600, 0.69689, 0.69612)  0.3776
H (1.35515, 1.61375, 1.14606)  0.4545
H (0.97158, -1.19488, 0.40568)  0.4253
H (-1.35940, 2.26198, 1.07558)  0.0490
H (-2.51897, 1.53859, -0.31355)  0.0402

Forces on atoms 1 to 3 (eV/Å):
2.3670 -0.0462 -0.5203
2.3577 1.4697 -0.9048
-5.4864 -1.9867 -1.0694

(2)
Computed, not measured: a molecular structure, C22H42BrNO4SSbSe4SiSn, with ωB97M-V with the def2-TZVPD basis set.

Summary:
Frontier orbital gap = 6.06 eV
Charge = -1
Largest force on an atom = 0.0298 Eh/bohr

Each line ends with the Mulliken charge.
Positions of all 78 atoms, in Å:
Sn (1.08684, -0.72278, -0.37512)  0.0032
Se (-0.08635, 0.36680, 4.80720)  -0.6256
Sb (-0.14076, -0.73946, 2.67821)  0.7920
Se (-2.16926, -0.99113, 1.25323)  -0.1684
Se (2.02908, -1.81515, 1.74861)  -0.1661
Se (-1.81649, -2.75622, 2.82967)  -0.4924
C (1.72078, 3.01330, -4.84621)  -1.5025
C (0.58650, 2.68171, -3.93035)  0.8885
C (-0.40019, 3.61769, -3.63143)  -0.4581
C (-1.43483, 3.27475, -2.78059)  -0.4361
C (-1.42321, 1.99315, -2.24528)  -0.0615
Br (-2.83222, 1.47382, -1.06477)  -0.1556
N (-0.50030, 1.09403, -2.50683)  -0.1954
C (0.47605, 1.42843, -3.33710)  -0.7426
H (1.34463, 3.44334, -5.77499)  0.4723
H (2.29789, 2.11894, -5.06735)  0.2679
H (2.38116, 3.74214, -4.37379)  0.2857
H (-0.35978, 4.60826, -4.06331)  0.4129
H (-2.21621, 3.97116, -2.52067)  0.4117
H (1.21628, 0.66240, -3.51025)  0.7237
C (2.25325, 2.08604, 2.12675)  -1.3517
C (0.96419, 2.24073, 1.31360)  1.7711
C (-0.03313, 3.12782, 2.07030)  -1.7296
C (1.30092, 2.89471, -0.02967)  -1.1524
O (0.37192, 0.98367, 1.07666)  -0.2796
H (2.72862, 3.05606, 2.26558)  0.5669
H (2.93659, 1.42768, 1.58731)  0.0262
H (2.03406, 1.65940, 3.10374)  0.2580
H (0.41186, 4.10163, 2.25545)  0.4107
H (-0.29803, 2.67381, 3.02312)  0.2658
H (-0.94228, 3.25312, 1.48490)  0.3232
H (1.79370, 3.85029, 0.13483)  0.5159
H (0.39206, 3.05549, -0.60439)  0.1018
H (1.96320, 2.24236, -0.59873)  -0.0353
C (5.43404, 2.07700, -2.59563)  -1.1682
C (6.08037, 0.76974, -3.05337)  1.6916
C (5.37731, 0.28335, -4.32409)  -1.5092
C (7.57269, 1.00181, -3.31930)  -1.9417
O (5.99307, -0.24208, -2.06741)  -0.3808
Si (4.83736, -0.51078, -0.94843)  -1.3193
S (3.00904, -0.08943, -1.86092)  0.2209
O (4.96994, -2.01339, -0.36999)  0.5255
C (5.00354, -3.30615, -0.93117)  1.6086
C (3.72391, -3.57141, -1.72186)  -1.2850
C (6.22187, -3.44434, -1.84729)  -1.5372
C (5.09603, -4.27286, 0.25655)  -1.6150
O (4.97635, 0.43688, 0.35182)  1.0051
C (5.93618, 0.39251, 1.39900)  1.7132
C (5.33362, -0.34553, 2.59440)  -1.2392
C (7.22208, -0.31223, 0.96883)  -1.4847
C (6.24610, 1.84543, 1.77046)  -1.6442
H (5.64002, 2.86683, -3.31313)  0.6074
H (5.81418, 2.36254, -1.62011)  0.0318
H (4.36043, 1.94160, -2.50819)  0.1022
H (5.39672, 1.05356, -5.08955)  0.5035
H (4.34502, 0.05070, -4.07803)  0.2090
H (5.85091, -0.61512, -4.71108)  0.3101
H (7.69992, 1.67254, -4.16565)  0.4269
H (8.06976, 0.05963, -3.53442)  0.3444
H (8.03875, 1.44824, -2.44482)  0.3909
H (3.64120, -2.85819, -2.53780)  0.1961
H (2.85948, -3.44510, -1.07026)  0.1489
H (3.72143, -4.58110, -2.12281)  0.5298
H (6.14958, -2.71160, -2.64582)  0.2053
H (6.26848, -4.44314, -2.27557)  0.4823
H (7.13463, -3.25417, -1.28639)  0.3045
H (4.25714, -4.09169, 0.92758)  0.2519
H (6.01900, -4.10521, 0.80742)  0.3569
H (5.06639, -5.30589, -0.08260)  0.4436
H (4.99328, -1.32945, 2.28015)  0.0197
H (4.48264, 0.19961, 2.99297)  0.2045
H (6.07848, -0.45701, 3.37813)  0.4536
H (7.01663, -1.36043, 0.77642)  0.1638
H (7.96511, -0.23072, 1.75937)  0.5706
H (7.61632, 0.13321, 0.05937)  0.1941
H (5.32939, 2.36044, 2.04010)  0.1719
H (6.69811, 2.36039, 0.92554)  0.3773
H (6.93265, 1.86655, 2.61228)  0.4139

Forces on atoms 1 to 3 (eV/Å):
-1.3657 0.3109 -0.6204
0.0106 -0.1155 -0.2377
0.5509 0.1371 -0.0638

(3)
Computed, not measured: 4 unconnected molecules or ions with the total composition C5H16NO5, with ωB97M-V with the def2-TZVPD basis set.

Summary:
ΔE to the lowest compared entry with this formula, charge and spin = 47.74 kcal per mole
Expectation value of S² = 0.76
Frontier orbital gap (alpha / beta) = 10.04 / 5.62 eV
Spin multiplicity = 2
Largest force on an atom = 0.0711 Eh/bohr

Each line ends with the Mulliken charge.
Positions of all 27 atoms, in Å:
O (-0.76554, -1.26006, 0.39301)  -0.7283
C (0.34161, -1.62465, -0.05630)  0.6466
O (1.12473, -2.53465, 0.28568)  -0.2979
C (0.98280, -1.10835, -1.40579)  -0.7593
C (0.54266, 0.30767, -1.73782)  -0.8272
C (0.72619, 1.33546, -0.55415)  0.1430
C (1.86051, 2.31275, -0.58904)  -0.7834
N (2.73287, 2.35028, -1.79120)  -0.6172
H (2.04264, -1.22174, -1.38675)  0.3835
H (0.60379, -1.83856, -2.09994)  0.3795
H (0.79744, 0.82358, -2.67964)  0.6326
H (-0.61983, 0.32561, -1.87704)  0.2202
H (0.57159, 0.80857, 0.49468)  -0.1446
H (-0.21337, 1.83403, -0.61428)  0.3497
H (2.42994, 2.06092, 0.27511)  0.3917
H (1.43938, 3.31360, -0.48401)  0.3152
H (2.14589, 2.14733, -2.52909)  0.2732
H (3.44212, 1.70251, -1.77815)  0.2509
H (-2.57786, -1.62180, 1.22922)  0.3147
H (-2.34600, -2.07704, -0.12906)  0.3573
O (-3.03804, -2.20062, 0.53966)  -0.6475
H (-2.16035, 2.77637, 1.76965)  0.2878
H (-1.83446, 1.29152, 1.57461)  0.4072
O (-2.13074, 2.11831, 1.09577)  -0.6395
H (-0.19325, -0.26385, 2.81347)  0.3580
H (-1.33145, -0.87182, 2.14618)  0.3829
O (-1.19654, -0.24529, 2.91987)  -0.6492

Forces on atoms 1 to 3 (eV/Å):
3.3681 -0.3188 -1.1410
-2.5342 1.0157 -0.0046
0.5062 -0.4898 0.7440

(4)
Computed, not measured: 5 unconnected molecules or ions with the total composition C15H20Cl2F2O12, with ωB97M-V with the def2-TZVPD basis set.

Summary:
Expectation value of S² = 0.75
Frontier orbital gap (alpha / beta) = 2.26 / 10.65 eV
Charge = -1
Spin multiplicity = 2
Largest force on an atom = 0.1615 Eh/bohr

Each line ends with the Mulliken charge.
Positions of all 51 atoms, in Å:
C (2.96920, 9.26478, -25.37706)  -1.4920
C (3.92709, 9.83073, -24.24900)  -0.1156
C (4.02702, 8.78188, -23.10069)  -0.8950
O (5.41899, 8.86525, -22.89214)  -0.0309
C (6.09371, 9.46661, -23.87518)  0.9960
O (7.27264, 9.39349, -23.95858)  -0.5027
O (5.25169, 9.95702, -24.77025)  -0.3120
H (2.86252, 9.93569, -26.22946)  0.4066
H (1.91383, 9.24777, -25.10504)  0.4559
H (3.32774, 8.36825, -25.88281)  0.3628
H (3.52142, 10.74487, -23.81555)  0.3376
H (3.60079, 7.80266, -23.31877)  0.2297
H (3.49685, 9.20327, -22.24660)  0.3658
C (8.36899, 14.28713, -28.32863)  -1.4628
C (9.29631, 14.27545, -27.10177)  0.3947
C (9.32162, 13.04751, -26.17965)  -0.1422
O (10.60991, 12.49793, -26.19010)  -0.2254
C (11.24135, 13.08816, -27.06510)  0.6576
O (12.41476, 12.81997, -27.30634)  -0.6449
O (10.61825, 14.23987, -27.53394)  -0.3835
H (8.77496, 13.85999, -29.24561)  0.3692
H (8.16043, 15.27824, -28.73149)  0.3672
H (7.35520, 13.91806, -28.17332)  0.3644
H (9.11650, 15.17106, -26.50709)  0.3321
H (8.62091, 12.36915, -26.66641)  0.2378
H (9.02515, 13.38227, -25.18560)  0.1979
C (6.54404, 6.24976, -19.73879)  -0.6435
Cl (5.68426, 7.80039, -19.68657)  -0.1885
Cl (5.96835, 5.21295, -21.01677)  -0.1741
H (7.61156, 6.28103, -19.95676)  0.2105
H (6.48751, 5.64195, -18.83575)  0.3309
C (11.68212, 13.00343, -21.54067)  -0.0786
C (12.23379, 13.32243, -22.87237)  0.3636
O (13.58848, 13.47029, -22.62341)  -0.3307
C (13.87683, 12.79143, -21.49870)  0.6289
O (14.90594, 12.72515, -20.92075)  -0.5350
O (12.77076, 12.30232, -20.95438)  -0.3314
F (11.74262, 14.48626, -23.31623)  -0.3076
H (10.78276, 12.38768, -21.55115)  -0.1224
H (11.52503, 13.89945, -20.94019)  0.2388
H (11.93290, 12.60971, -23.64022)  0.4175
C (7.68264, 10.56390, -20.84461)  0.2574
C (7.99740, 11.68223, -19.83766)  -0.3930
O (7.83110, 12.73680, -20.78909)  -0.0531
C (8.13062, 12.19749, -22.08271)  -0.0631
O (8.21086, 12.76934, -23.16317)  -0.4761
O (8.31383, 10.92934, -21.99016)  -0.1795
F (9.24638, 11.39159, -19.52692)  -0.1833
H (6.61136, 10.55647, -21.04559)  -0.0254
H (7.87635, 9.58732, -20.40090)  0.2466
H (7.29957, 11.73149, -19.00177)  0.5226

Forces on atoms 1 to 3 (eV/Å):
0.4983 1.6286 -0.3994
-2.5706 -2.2273 -1.3608
-0.0683 2.2533 -0.8006

(5)
Computed, not measured: a molecular structure, C26H18N6O2PdS2, with ωB97M-V with the def2-TZVPD basis set.

Summary:
Frontier orbital gap = 6.69 eV
Charge = +2
Largest force on an atom = 0.0091 Eh/bohr

Each line ends with the Mulliken charge.
Positions of all 55 atoms, in Å:
Pd (-1.11235, 0.33908, 0.42672)  -0.3084
O (-2.06212, 4.23611, 0.02557)  -0.5371
C (-1.91473, 3.05537, -0.04030)  0.0538
N (-1.29921, 2.22448, 0.89889)  0.3979
C (-0.81062, 2.60278, 2.15174)  0.6099
O (-0.83254, 3.69513, 2.63082)  -0.5392
C (-0.19197, 1.42592, 2.86715)  -0.0406
C (0.37262, 1.56775, 4.11501)  -0.7345
C (0.98003, 0.46413, 4.69907)  -0.4872
C (1.00498, -0.74053, 4.01128)  -0.8877
C (0.41126, -0.82010, 2.76499)  -0.1944
N (-0.17261, 0.24889, 2.21908)  0.6045
C (-2.44295, 2.24292, -1.20102)  0.4305
C (-3.17500, 2.82933, -2.21132)  -0.7157
C (-3.68500, 2.02379, -3.21846)  -0.4211
C (-3.45315, 0.65423, -3.17797)  -0.9365
C (-2.70991, 0.12902, -2.13994)  -0.2394
N (-2.20714, 0.92221, -1.18786)  0.5237
H (0.32655, 2.53770, 4.59219)  0.6147
H (1.43232, 0.54437, 5.67836)  0.4812
H (1.47301, -1.61972, 4.43019)  0.4917
H (0.39541, -1.73922, 2.19613)  0.5144
H (-3.33443, 3.89879, -2.17279)  0.5974
H (-4.26803, 2.45539, -4.02085)  0.4679
H (-3.84928, -0.00741, -3.93501)  0.4863
H (-2.51327, -0.93172, -2.05258)  0.5029
S (-3.10787, -0.48783, 1.31748)  -0.0720
C (-2.38979, -1.94123, 0.68000)  0.2444
N (-1.20713, -1.69513, 0.16431)  0.8355
C (-0.56462, -2.84381, -0.28935)  -0.9164
C (0.72608, -2.95450, -0.80189)  -0.1044
C (1.16811, -4.20918, -1.17180)  -0.8065
C (0.35108, -5.33770, -1.03549)  -0.5915
C (-0.92066, -5.24018, -0.50593)  -0.5735
C (-1.36824, -3.97875, -0.12649)  1.1313
S (-2.89325, -3.56872, 0.62662)  -0.1366
H (1.37044, -2.08870, -0.88085)  0.3253
H (2.16852, -4.32581, -1.56556)  0.4505
H (0.72606, -6.30608, -1.33611)  0.4226
H (-1.54116, -6.11719, -0.38280)  0.4438
N (1.95943, 0.36593, -2.47356)  0.0515
C (0.72207, 0.24715, -1.98478)  -1.0583
N (0.62627, 0.72259, -0.75832)  0.9756
C (1.90519, 1.18541, -0.41432)  0.6757
C (2.39415, 1.82716, 0.72486)  -0.2296
C (3.72280, 2.19051, 0.72840)  -0.9770
C (4.56424, 1.94038, -0.36888)  -0.5359
C (4.09289, 1.32876, -1.50821)  -1.1790
C (2.75056, 0.96299, -1.50269)  0.4575
H (2.24295, 0.10973, -3.40652)  0.2723
H (-0.08307, -0.18937, -2.55263)  0.5101
H (1.76583, 2.06509, 1.56772)  0.3190
H (4.12883, 2.69748, 1.59291)  0.4623
H (5.59903, 2.24925, -0.32065)  0.4232
H (4.72940, 1.15308, -2.36460)  0.4449

Forces on atoms 1 to 3 (eV/Å):
0.0176 0.2039 -0.4232
0.0676 0.1058 0.0790
-0.0361 -0.2176 0.0366

(6)
Computed, not measured: a molecular structure, C9H18BrNOZr, with ωB97M-V with the def2-TZVPD basis set.

Summary:
ΔE to the lowest compared entry with this formula, charge and spin = 5.47 kcal per mole
Frontier orbital gap = 5.70 eV
Charge = +2
Largest force on an atom = 0.0927 Eh/bohr

Each line ends with the Mulliken charge.
Positions of all 31 atoms, in Å:
Zr (0.20342, 2.23948, 2.94913)  1.4383
C (-2.40073, 1.35107, 0.13784)  -1.8868
C (-1.39362, 0.23660, -0.12604)  1.3094
C (-1.06382, 0.38017, -1.64000)  -1.1759
C (0.11029, -0.48274, -2.08944)  -0.6860
C (1.33022, -0.01668, -1.30434)  -1.3714
C (1.13504, -0.20194, 0.21055)  1.5796
N (-0.12755, 0.44168, 0.61728)  1.0235
O (-0.24846, 0.46504, 1.89314)  -0.6003
C (2.31963, 0.57734, 0.80891)  -1.4886
C (1.29476, -1.68873, 0.57356)  -1.6085
C (-1.97870, -1.15161, 0.08602)  -1.4732
H (-2.90937, 1.27141, 1.10365)  0.4183
H (-3.19150, 1.20298, -0.59588)  0.3332
H (-1.98242, 2.35014, 0.00066)  0.4818
H (-0.79242, 1.43315, -1.76900)  0.3673
H (-1.92567, 0.15900, -2.26559)  0.5163
H (0.25626, -0.31168, -3.15796)  0.4218
H (-0.13055, -1.54602, -2.05236)  0.3471
H (1.64532, 0.98221, -1.60709)  0.4359
H (2.14711, -0.66862, -1.62493)  0.4822
H (2.09322, 1.66390, 0.90397)  0.2495
H (3.21050, 0.53287, 0.19066)  0.4347
H (2.55548, 0.31567, 1.84142)  0.2018
H (1.03161, -1.80627, 1.62681)  0.4019
H (2.33720, -2.00518, 0.53772)  0.4311
H (0.76312, -2.30552, -0.14109)  0.3989
H (-2.29796, -1.30658, 1.12142)  0.4004
H (-1.26822, -1.97281, -0.01773)  0.2952
H (-2.75336, -1.41571, -0.62969)  0.4043
Br (2.03120, 1.27737, 4.41838)  -0.0819

Forces on atoms 1 to 3 (eV/Å):
1.1016 -4.3013 -1.1200
-0.2855 -0.4635 0.7958
-0.7008 0.3399 -2.3049